# C32H48O24

A molecular structure, C32H48O24 at a distorted geometry (ωB97M-V/def2-TZVPD, OMol25).

Each line ends with the Mulliken charge.
Atoms and positions in Å:
C  14.808  6.931  16.592  -1.36
C  13.752  7.908  16.475  0.90
C  12.398  7.647  17.106  1.49
O  12.007  8.819  17.788  -0.62
C  13.069  9.633  17.784  0.11
O  13.092  10.738  18.208  -0.59
O  14.128  9.033  17.161  -0.59
H  15.289  6.832  17.565  -0.27
H  15.545  7.035  15.795  0.41
H  14.274  5.981  16.608  0.29
H  13.649  8.278  15.455  1.27
H  12.473  6.786  17.770  -0.22
H  11.615  7.441  16.375  -1.33
C  6.882  5.413  18.862  -1.73
C  8.432  5.299  18.882  1.62
C  8.927  5.855  20.256  -0.37
O  9.486  4.727  20.814  -0.38
C  9.565  3.728  19.991  0.52
O  10.153  2.687  20.230  -0.61
O  8.908  3.973  18.856  0.02
H  6.460  6.389  18.621  0.33
H  6.477  5.134  19.835  0.54
H  6.594  4.756  18.041  0.04
H  8.870  5.930  18.108  -0.53
H  8.133  6.342  20.822  0.55
H  9.748  6.559  20.118  -0.04
C  13.160  8.055  12.838  -1.70
C  12.579  7.321  14.068  0.16
C  11.517  6.268  13.711  -0.62
O  11.856  5.106  14.396  0.63
C  13.018  5.342  15.023  0.15
O  13.531  4.502  15.774  -0.51
O  13.492  6.561  14.772  -0.36
H  13.614  7.353  12.138  0.43
H  13.842  8.847  13.145  0.37
H  12.296  8.535  12.377  0.39
H  12.222  8.099  14.742  0.19
H  11.598  6.108  12.636  0.69
H  10.487  6.601  13.834  0.19
C  6.064  3.666  12.905  -1.47
C  6.131  4.414  14.222  0.40
C  5.868  3.614  15.482  -0.60
O  6.919  4.001  16.328  -0.08
C  7.851  4.620  15.642  -0.70
O  8.865  5.122  16.104  0.27
O  7.528  4.654  14.325  -0.52
H  6.455  4.339  12.141  0.38
H  5.047  3.352  12.671  0.52
H  6.666  2.761  12.823  0.24
H  5.498  5.300  14.175  0.40
H  6.008  2.582  15.159  0.19
H  4.849  3.797  15.823  0.47
C  9.600  3.939  13.861  -0.58
C  10.565  2.772  14.020  -0.23
C  11.748  2.724  13.040  -0.32
O  12.866  2.355  13.840  -0.38
C  12.544  2.630  15.125  0.61
O  13.335  2.466  16.053  -0.54
O  11.277  3.032  15.195  -0.55
H  8.882  4.052  14.674  -1.02
H  9.015  3.898  12.942  0.96
H  10.146  4.883  13.874  -0.30
H  10.001  1.844  14.107  1.16
H  11.905  3.707  12.595  -0.13
H  11.662  2.001  12.229  0.53
C  13.886  6.681  19.460  -0.26
C  15.378  6.346  19.425  -0.36
C  15.965  6.094  20.848  -0.34
O  16.490  4.780  20.840  -0.34
C  16.262  4.217  19.650  0.56
O  16.678  3.136  19.252  -0.60
O  15.566  5.087  18.876  -0.21
H  13.463  6.731  18.456  -1.05
H  13.709  7.669  19.886  0.42
H  13.341  5.949  20.055  0.63
H  15.965  7.011  18.791  0.73
H  15.182  6.099  21.606  0.25
H  16.736  6.854  20.972  0.34
C  8.361  2.899  17.480  -0.49
C  8.784  2.112  16.273  1.83
C  8.667  0.624  16.388  -0.77
O  8.093  0.231  15.155  -0.43
C  7.512  1.311  14.544  0.45
O  6.645  1.302  13.693  -0.59
O  7.961  2.407  15.183  0.50
H  8.256  3.974  17.334  -0.72
H  9.076  2.765  18.292  0.77
H  7.383  2.527  17.786  0.99
H  9.772  2.429  15.936  -0.35
H  8.165  0.364  17.319  0.39
H  9.662  0.190  16.484  0.42
C  9.880  6.697  16.289  -0.43
C  10.052  5.445  17.152  1.21
C  10.952  4.449  16.529  1.53
O  11.945  4.154  17.473  -0.39
C  11.842  5.100  18.420  -0.70
O  12.717  5.314  19.246  -0.81
O  10.725  5.880  18.268  0.00
H  10.807  7.082  15.863  0.77
H  9.354  7.490  16.821  0.19
H  9.229  6.583  15.422  0.36
H  9.146  4.943  17.491  -1.42
H  11.323  4.931  15.625  -0.30
H  10.454  3.491  16.376  0.03

Computed properties:
- charge = 0
- energy (eV) = -83064.496
- lowest unoccupied orbital energy (hartree) = -0.0085

# C23H18Br2N5NbO5S

A molecular structure, C23H18Br2N5NbO5S at a distorted geometry (ωB97M-V/def2-TZVPD, OMol25).

Each line ends with the Mulliken charge.
Atoms and positions in Å:
Nb  -0.427  -0.444  -0.056  1.26
C  2.125  -0.741  -2.579  -1.04
C  2.713  -0.372  -1.245  0.39
C  4.065  0.065  -1.062  -1.16
C  4.580  -0.011  0.269  -0.45
C  3.729  -0.264  1.365  0.28
C  4.140  -0.494  2.713  -0.01
Br  5.865  -0.087  3.299  -0.14
C  3.263  -0.941  3.653  -0.57
C  1.880  -0.754  3.400  0.05
Br  0.699  -0.748  4.872  -0.10
C  1.385  -0.334  2.162  0.45
O  0.064  -0.172  1.914  -0.57
C  2.306  -0.261  1.093  0.82
N  1.888  -0.240  -0.180  0.45
H  2.848  -1.413  -3.074  0.44
H  1.789  0.123  -3.239  0.25
H  1.217  -1.345  -2.393  0.20
H  4.691  0.276  -1.910  0.51
H  5.615  0.078  0.535  0.40
H  3.585  -1.198  4.660  0.46
O  -3.054  -0.567  -3.113  -0.55
C  -2.493  -0.778  -2.061  0.04
O  -1.146  -0.740  -1.840  -0.32
C  -3.240  -1.091  -0.788  0.78
C  -4.576  -1.368  -0.815  -0.67
C  -5.267  -1.543  0.392  -0.36
C  -4.623  -1.345  1.582  -0.88
C  -3.256  -1.183  1.510  -0.37
N  -2.551  -1.019  0.401  0.58
H  -5.066  -1.474  -1.770  0.54
H  -6.321  -1.742  0.348  0.49
H  -5.174  -1.261  2.524  0.45
H  -2.635  -1.169  2.414  0.59
O  -0.842  1.556  -0.143  -0.85
S  -1.319  3.006  0.258  0.23
C  -1.823  3.768  -1.314  -0.40
C  -0.789  4.762  -1.743  -0.77
C  0.617  4.342  -1.215  -0.42
C  0.363  3.837  0.206  -0.57
H  -2.796  4.258  -1.141  0.42
H  -1.987  2.910  -1.991  0.29
H  -0.912  5.848  -1.403  0.32
H  -0.835  4.918  -2.825  0.38
H  1.348  5.210  -1.228  0.42
H  0.941  3.533  -1.893  0.16
H  0.215  4.674  0.903  0.48
H  1.039  3.082  0.557  0.25
O  -0.139  -2.242  -0.056  0.03
N  0.690  -3.416  0.281  -0.52
C  -0.021  -4.499  0.157  0.88
C  0.609  -5.776  0.050  -0.15
N  1.087  -6.804  -0.082  -0.22
C  -1.497  -4.352  -0.013  0.11
N  -2.564  -4.057  -0.347  -0.32

Computed properties:
- charge = +2
- energy (eV) = -194285.509
- lowest unoccupied orbital energy (alpha / beta) (hartree) = -0.2948 / -0.2947

# C5H11N2S

A gas-phase ion, C5H11N2S (charge +1) at a distorted geometry (ωB97M-V/def2-TZVPD, OMol25).

Each line ends with the Mulliken charge.
Atoms and positions in Å:
C  -0.465  0.015  1.304  -1.22
C  -1.619  -0.738  0.672  -0.14
C  0.052  0.626  -0.079  1.25
C  1.388  1.408  0.144  -1.35
C  0.132  -0.588  -1.050  -1.10
N  -1.031  1.494  -0.371  -0.57
N  -0.879  -1.522  -0.434  -0.10
S  -2.552  0.568  -0.120  -0.04
H  -0.717  0.810  1.854  0.55
H  -2.145  -1.278  1.403  0.52
H  1.742  1.658  -0.847  0.39
H  2.127  0.618  0.711  0.29
H  1.357  2.282  0.890  0.34
H  1.024  -1.161  -0.990  0.39
H  -0.011  -0.139  -1.978  0.44
H  -1.216  1.925  -1.268  0.34
H  -0.377  -2.377  -0.022  0.42
H  -1.518  -1.691  -1.128  0.30
H  0.292  -0.637  1.925  0.27

Computed properties:
- SMILES = C[C@@]12C[NH2+][C@@H](C1)SN2
- charge = +1
- energy (eV) = -19170.219
- lowest unoccupied orbital energy (hartree) = -0.1255

# C9H11B

2 unconnected molecules or ions with the total composition C9H11B at a distorted geometry (ωB97M-V/def2-TZVPD, OMol25).

Each line ends with the Mulliken charge.
Atoms and positions in Å:
B  -0.840  -0.531  -0.766  0.13
C  3.227  0.689  0.413  -0.12
C  2.705  1.101  -0.864  -0.77
C  2.540  -0.171  1.166  -0.54
C  1.470  0.543  -1.236  -0.38
C  1.262  -0.631  0.780  -0.15
C  0.663  -0.315  -0.416  0.47
C  -3.569  0.725  1.193  -0.52
C  -2.579  1.269  0.513  -0.32
C  -1.658  -1.751  -1.211  -0.81
H  4.141  1.241  0.778  0.28
H  3.354  1.760  -1.409  0.38
H  2.938  -0.475  2.196  0.24
H  1.057  0.718  -2.225  0.30
H  0.916  -1.422  1.441  0.26
H  -4.369  1.419  1.670  0.21
H  -3.657  -0.332  1.187  0.21
H  -2.442  2.444  0.466  0.16
H  -1.028  -2.444  -1.821  0.32
H  -2.611  -1.669  -1.622  0.30
H  -1.521  -2.167  -0.231  0.33

Computed properties:
- charge = 0
- energy (eV) = -10181.974
- lowest unoccupied orbital energy (alpha / beta) (hartree) = -0.0033 / -0.0036